66
Properties=species:S:1:pos:R:3 method="wB97M-V/def2-TZVPD" charge=+3 de_lowest_kcal_mol=0.00 largest_force_ev_per_a=2.78 lumo_ev=-10.19
Sn 11.7542 16.7298 8.4033
C 12.4000 15.6456 11.8231
Se 12.0003 17.4226 11.0406
C 13.9376 18.0704 11.0448
C 14.8370 17.4399 10.0378
Se 14.2684 17.8702 8.2099
C 15.5408 16.7127 7.2666
H 12.4463 15.8400 12.8898
H 13.3346 15.2191 11.4222
H 11.5026 15.0755 11.5355
H 14.3183 17.9534 12.1011
H 13.6705 19.1430 10.8967
H 14.8369 16.3505 10.0816
H 15.9076 17.8321 10.0430
H 16.5041 16.5611 7.7172
H 15.6629 17.2156 6.2779
H 15.0564 15.7535 7.0631
C 10.9001 9.6330 7.5789
C 9.8801 10.5147 7.9487
C 9.9262 11.8288 7.4636
C 11.0831 12.3528 6.8914
C 12.1664 11.4850 6.7341
C 11.9859 10.1375 6.9422
C 11.0457 13.6647 6.2460
C 10.1697 14.6436 6.4567
C 8.8759 15.2580 6.4380
C 8.2070 15.6192 7.6464
C 6.9405 16.1144 7.6636
C 6.2915 16.2690 6.4280
C 6.9194 16.0176 5.2184
C 8.2145 15.4833 5.1931
H 10.7879 8.5605 7.7343
H 9.1066 10.2477 8.6383
H 8.9980 12.4460 7.5143
H 13.0976 11.8400 6.2785
H 12.8102 9.4502 6.7157
H 11.9910 14.0140 5.7163
H 8.7846 15.5002 8.5789
H 6.4057 16.3600 8.5877
H 5.2403 16.5405 6.4415
H 6.3354 16.1685 4.2801
H 8.6488 15.0782 4.2592
O 11.1037 18.6841 7.6969
S 10.4969 20.0611 8.2581
C 9.0892 20.3370 7.2104
C 9.1149 19.7018 5.9469
C 8.1052 19.9872 5.0297
C 7.0560 20.8327 5.3759
C 6.9972 21.3327 6.6646
C 8.0375 21.1378 7.5836
C 11.6629 21.3163 7.6990
C 11.9059 21.6063 6.3728
C 12.7575 22.6850 6.0986
C 13.2825 23.4629 7.1045
C 13.1523 23.0375 8.4096
C 12.3052 22.0002 8.7102
H 9.8917 18.9903 5.6676
H 8.1782 19.5742 4.0368
H 6.2708 21.0184 4.6449
H 6.1276 21.8972 6.9585
H 8.0148 21.7042 8.5325
H 11.3740 21.0419 5.5804
H 13.0182 22.8823 5.0858
H 13.8588 24.3677 6.8784
H 13.7790 23.4992 9.1400
H 12.1082 21.6946 9.7284